# 1
The following is a DFT calculation (ωB97M-V/def2-TZVPD) of a cluster of 2 separate species, C11H21N2S2 in total in a non-equilibrium geometry.

F_max: 2.0 eV/Å
2S+1: 1
E: -36390.3693 eV
E_LUMO: -3.44 eV
Net charge: +1

```
36
Properties=species:S:1:pos:R:3:lowdin_charge:R:1
C -2.978 -2.081 -1.517 -0.07
C -2.308 -0.846 -2.192 -0.23
N -0.888 -1.055 -2.628 -0.57
C -0.444 0.217 -3.338 -0.05
S -0.788 -2.354 -3.859 0.95
C 0.041 -1.468 -1.537 -0.25
C 0.276 -0.385 -0.444 -0.23
C 1.802 -0.441 -0.066 -0.52
S 2.283 -2.101 0.622 0.70
H -2.508 -3.048 -1.760 0.07
H -4.018 -2.121 -1.888 0.09
H -3.021 -1.988 -0.420 0.09
H -2.883 -0.635 -3.114 0.12
H -2.446 0.038 -1.549 0.14
H -0.712 0.186 -4.398 0.09
H -1.029 1.043 -2.890 0.11
H 0.612 0.440 -3.134 0.11
H -2.058 -2.386 -4.372 -0.05
H -0.313 -2.383 -1.034 0.12
H 1.019 -1.721 -1.988 0.10
H 0.091 0.653 -0.775 0.11
H -0.280 -0.563 0.490 0.11
H 2.075 0.313 0.683 0.05
H 2.417 -0.302 -0.977 0.07
H 2.242 -2.916 -0.486 -0.13
N 1.282 1.026 2.971 0.04
C 2.150 1.213 3.971 -0.14
C 2.169 2.339 4.777 -0.06
C 1.237 3.335 4.534 -0.07
C 0.328 3.167 3.502 -0.07
C 0.391 2.002 2.757 -0.16
H 2.862 0.409 4.122 0.11
H 2.894 2.434 5.573 0.11
H 1.220 4.232 5.141 0.11
H -0.414 3.922 3.282 0.10
H -0.303 1.825 1.942 0.09
```

***

# 2
The following is a DFT calculation (ωB97M-V/def2-TZVPD) of an isolated molecule of C3H6N4S in a non-equilibrium geometry.

F_max: 7.6 eV/Å
2S+1: 1
E: -19999.4477 eV
E_LUMO: 0.04 eV
SMILES: [H]/N=C\N/N=C\C=N/S
Net charge: 0

```
14
Properties=species:S:1:pos:R:3:lowdin_charge:R:1
C 1.749 0.891 0.320 -0.27
C 0.608 1.266 -0.655 -0.11
C -1.924 -0.972 0.538 -0.24
H 1.441 -1.077 -1.174 -0.16
H 2.002 1.736 0.859 0.08
H 0.482 2.200 -1.114 0.09
H -0.199 -0.276 1.492 0.19
H -2.212 -1.401 1.501 0.10
H -2.668 -0.374 -1.439 0.05
N 2.500 -0.104 0.427 -0.45
N -0.557 0.797 -0.399 0.01
N -0.788 -0.161 0.558 -0.09
N -2.781 -1.028 -0.565 0.00
S 2.347 -1.497 -0.348 0.80
```

***

# 3
The following is a DFT calculation (ωB97M-V/def2-TZVPD) of a cluster of 2 separate species, C6H9NO in total in a non-equilibrium geometry.

F_max: 8.2 eV/Å
2S+1: 3
<S²>: 2.02
E: -9896.1587 eV
E_LUMO (alpha / beta): 0.91 / -2.54 eV
Net charge: 0

```
17
Properties=species:S:1:pos:R:3:lowdin_spin:R:1
C -1.468 1.940 2.406 0.44
C -0.104 -1.552 -2.385 0.00
C -0.837 0.790 2.138 0.17
C 0.116 0.544 1.036 0.46
C 0.990 -0.419 0.760 0.58
C 1.997 -1.228 0.509 0.17
N 0.111 -0.586 -3.155 0.00
O -0.506 0.603 -2.756 0.00
H -2.218 1.882 3.074 0.03
H -1.271 2.938 1.980 0.03
H -0.951 -1.362 -1.552 0.00
H 0.295 -2.521 -2.594 0.00
H -1.062 -0.176 2.488 0.01
H -0.101 1.161 0.024 0.03
H 3.061 -0.950 0.531 0.04
H 0.184 1.274 -2.784 0.00
H 1.764 -2.337 0.280 0.05
```

***

# 4
The following is a DFT calculation (ωB97M-V/def2-TZVPD) of an isolated molecule of C8H13N3O4 in a non-equilibrium geometry.

F_max: 4.1 eV/Å
2S+1: 1
E: -21167.2400 eV
E_LUMO: 0.48 eV
SMILES: C[C@H](N)C(=O)N1C(=O)N(C)C[C@H]1C(=O)O
Net charge: 0

```
28
Properties=species:S:1:pos:R:3:lowdin_charge:R:1
O -0.710 -2.234 0.462 0.05
O -2.648 1.281 -0.190 0.06
O 0.750 2.423 0.252 0.16
O -0.029 3.467 1.990 0.15
C -0.406 -1.138 0.978 -0.40
C -1.861 0.294 -0.302 -0.30
C 0.075 2.404 1.208 -0.54
N 0.405 -1.022 2.107 -0.08
N -3.112 -1.765 -1.394 0.03
N -0.874 0.116 0.638 0.09
C 1.146 -2.109 2.811 0.01
C -2.417 0.138 -2.733 -0.08
C 0.420 0.312 2.609 -0.09
C -1.961 -0.719 -1.503 -0.31
C -0.585 1.108 1.673 -0.11
H 0.707 3.963 1.592 0.14
H -2.944 -2.356 -0.588 0.04
H -3.225 -2.273 -2.289 0.07
H 0.408 -2.781 3.222 0.09
H 1.840 -1.743 3.530 0.07
H 1.784 -2.544 2.041 0.09
H -2.432 -0.560 -3.674 0.11
H -1.599 0.832 -2.937 0.07
H -3.400 0.558 -2.463 0.08
H 0.155 0.517 3.651 0.13
H 1.484 0.740 2.459 0.15
H -0.947 -1.181 -1.657 0.13
H -1.510 1.358 2.237 0.17
```

***

# 5
The following is a DFT calculation (ωB97M-V/def2-TZVPD) of a structure of composition C12H28IN2O3Si2.

F_max: 0.7 eV/Å
2S+1: 1
E: -45872.4394 eV
E_LUMO: -3.23 eV
Net charge: +1

```
48
Properties=species:S:1:pos:R:3:lowdin_charge:R:1
C -3.656 -1.309 0.464 0.01
C -2.831 -0.283 0.662 -0.27
C -3.213 1.149 0.492 -0.27
Si -2.623 1.623 -1.222 0.44
C -2.491 3.497 -1.476 -0.27
C -1.225 4.206 -1.134 -0.88
O -0.796 5.141 -1.704 0.03
I -0.121 3.505 0.600 0.82
O -1.178 0.848 -1.426 -0.41
Si -0.326 0.912 -2.841 0.43
N 1.291 0.401 -2.448 -0.01
C 2.285 0.766 -3.159 -0.49
C 3.676 0.550 -2.655 -0.05
C 2.191 1.386 -4.529 -0.06
H -4.706 -1.131 0.289 0.06
H -3.277 -2.319 0.462 0.05
H -1.796 -0.452 0.927 0.07
H -4.282 1.302 0.614 0.09
H -2.686 1.783 1.204 0.04
H -3.628 1.143 -2.197 0.03
H -3.256 3.947 -0.838 0.10
H -2.742 3.754 -2.501 0.09
H -0.316 2.326 -3.287 0.01
H -0.972 0.075 -3.874 -0.01
H 4.166 1.510 -2.498 0.09
H 4.277 0.007 -3.381 0.08
H 3.661 0.000 -1.722 0.06
H 1.906 2.434 -4.478 0.08
H 1.484 0.833 -5.142 0.08
H 3.154 1.340 -5.026 0.08
C 2.495 -1.846 3.526 -0.02
C 1.870 -2.430 2.270 -0.30
C 0.575 -1.764 1.811 -0.19
O -0.487 -2.117 2.672 -0.21
C -0.809 -1.182 3.712 -0.05
N 1.475 -3.863 2.543 0.22
H 1.898 -2.057 4.414 0.09
H 3.495 -2.248 3.691 0.09
H 2.584 -0.767 3.426 0.10
H 2.600 -2.446 1.461 0.16
H 0.311 -2.136 0.817 0.14
H 0.704 -0.684 1.729 0.14
H -0.507 -0.174 3.427 0.10
H -0.334 -1.457 4.655 0.08
H -1.888 -1.205 3.839 0.10
H 2.188 -4.379 3.056 0.17
H 1.257 -4.369 1.683 0.18
H 0.604 -3.823 3.093 0.16
```